w:
Molecular formula: C8H8O
Method: DFT, the ωB97M-V functional and the def2-TZVPD basis

Its SMILES is CC#CC1(C#CC)CO1. For the HOMO-LUMO gap, the calculation gives 10.27 eV. The LUMO energy is 0.83 eV.

Geometry as ORCA input:
```
! RIJCOSX wB97M-V def2-TZVPD def2/J DEFGRID3
* xyz 0 1
C -3.405 -0.833 -0.097
C -2.234 -0.036 -0.309
C -1.253 0.555 -0.629
C 0.420 1.345 -0.216
C 1.329 0.274 -0.420
C 2.193 -0.577 -0.403
C 3.081 -1.706 -0.251
C 0.283 2.375 0.767
O 0.564 2.645 -0.597
H -4.305 -0.439 -0.622
H -3.472 -0.575 1.002
H -3.315 -1.966 -0.210
H 4.107 -1.539 -0.561
H 2.641 -2.684 -0.668
H 3.240 -1.977 0.737
H -0.866 2.464 1.085
H 0.990 2.674 1.392
*
```

***

x:
Molecular formula: C8H8O
Method: DFT, the ωB97M-V functional and the def2-TZVPD basis

Its SMILES is c1ccc2c(c1)COC2. For the HOMO-LUMO gap, the calculation gives 9.81 eV. The LUMO energy is 0.95 eV.

Geometry as ORCA input:
```
! RIJCOSX wB97M-V def2-TZVPD def2/J DEFGRID3
* xyz 0 1
C 1.216 1.762 -0.484
C 0.028 2.248 0.349
C -0.901 1.357 0.595
C -0.668 -0.007 0.249
C 0.405 -0.444 -0.407
C 1.336 0.440 -0.958
C 0.247 -2.023 -0.734
O -1.002 -2.203 0.015
C -1.218 -1.193 1.041
H 2.098 2.277 -0.970
H 0.026 3.333 0.789
H -1.656 1.657 1.437
H 2.207 0.133 -1.655
H 1.141 -2.776 -0.635
H -0.064 -2.187 -1.813
H -0.814 -1.384 2.121
H -2.383 -0.991 1.058
*
```

***

What should be chosen as the least stable of them? Choose w.

***

w:
Molecular formula: C10H12N2
Method: DFT, the ωB97M-V functional and the def2-TZVPD basis

For the HOMO-LUMO gap (alpha / beta), the calculation gives 8.04 / 8.04 eV. The LUMO energy (alpha / beta) is 0.46 / 0.46 eV.

Geometry as ORCA input:
```
! RIJCOSX wB97M-V def2-TZVPD def2/J DEFGRID3
* xyz 0 1
C -2.051 -1.022 2.141
C -2.845 -0.886 0.964
C -0.795 -0.561 2.134
C -2.340 -0.487 -0.253
C -0.206 -0.131 0.960
C -0.981 -0.018 -0.263
C 1.215 0.237 0.928
C 2.034 0.179 2.014
C -0.495 0.570 -1.511
C 0.777 -0.026 -2.011
N 2.901 0.482 -2.795
N 1.778 0.746 -2.367
H -2.599 -1.403 2.950
H -3.792 -1.328 1.101
H -0.087 -0.670 2.923
H -2.926 -0.232 -1.174
H 3.124 0.264 1.973
H 1.735 0.131 3.100
H -1.231 0.320 -2.175
H -0.524 1.587 -1.533
H 0.872 -1.061 -1.898
H 3.462 1.252 -2.870
H 1.595 0.230 -0.009
H 1.377 1.826 -2.329
*
```

***

x:
Molecular formula: C10H12N2
Method: DFT, the ωB97M-V functional and the def2-TZVPD basis

Its SMILES is C[C@H]1Cc2ccccc2C(N)=N1. For the HOMO-LUMO gap, the calculation gives 9.46 eV. The LUMO energy is 0.53 eV.

Geometry as ORCA input:
```
! RIJCOSX wB97M-V def2-TZVPD def2/J DEFGRID3
* xyz 0 1
C 1.689 -1.509 1.416
C 1.873 -1.012 -0.035
C 0.805 -1.451 -0.963
C -0.442 -0.814 -0.495
C -1.739 -1.394 -0.463
C -2.803 -0.659 0.016
C -2.602 0.696 0.494
C -1.440 1.322 0.381
C -0.342 0.565 -0.114
C 1.020 1.169 -0.226
N 1.142 2.662 -0.390
N 2.086 0.520 -0.137
H 2.658 -1.392 1.943
H 0.875 -0.785 1.908
H 1.255 -2.693 1.459
H 2.794 -1.493 -0.474
H 0.764 -2.489 -0.830
H 1.028 -1.079 -1.974
H -1.910 -2.529 -0.671
H -3.916 -0.897 0.241
H -3.487 1.269 0.777
H -1.302 2.384 0.561
H 2.017 2.917 0.102
H 0.514 3.031 0.582
*
```

***

What should be chosen as the least stable of them? Choose w.

***

w:
Molecular formula: C3H11O3
Method: DFT, the ωB97M-V functional and the def2-TZVPD basis

For the HOMO-LUMO gap, the calculation gives 7.66 eV. The LUMO energy is 4.17 eV.

Geometry as ORCA input:
```
! RIJCOSX wB97M-V def2-TZVPD def2/J DEFGRID3
* xyz -1 1
C -0.092 -0.678 -0.001
O 1.187 -0.229 0.035
C -1.046 0.150 0.859
C -2.519 -0.173 0.596
H -0.146 -1.731 0.349
H -0.535 -0.718 -1.022
H -0.905 1.193 0.562
H -0.789 0.076 1.920
H -2.756 -0.058 -0.464
H -3.192 0.492 1.148
H -2.764 -1.191 0.901
H 3.641 -0.987 0.795
H 2.784 -0.465 -0.296
O 3.737 -0.755 -0.134
H 1.149 0.976 -1.366
H 1.471 2.384 -1.973
O 0.776 1.715 -1.910
*
```

***

x:
Molecular formula: C3H11O3
Method: DFT, the ωB97M-V functional and the def2-TZVPD basis

For the HOMO-LUMO gap, the calculation gives 7.62 eV. The LUMO energy is 4.16 eV.

Geometry as ORCA input:
```
! RIJCOSX wB97M-V def2-TZVPD def2/J DEFGRID3
* xyz -1 1
C 0.014 -0.382 -0.009
O 0.619 -0.178 1.295
C -1.347 0.366 0.145
C -2.552 -0.119 -0.785
H 0.697 -0.036 -0.832
H -0.319 -1.421 -0.199
H -1.768 0.172 1.210
H -1.126 1.450 -0.135
H -3.443 0.223 -0.239
H -2.382 0.307 -1.833
H -2.494 -1.224 -0.843
H 2.194 2.289 0.221
H 1.513 0.942 0.983
O 2.097 1.829 1.133
H 2.185 -1.268 0.428
H 3.490 -1.414 -0.179
O 2.622 -1.536 -0.361
*
```

***

What should be chosen as the least stable of them? Choose x.